Record 1
# C46H54Cl51N5O3S

A cluster of 18 separate species, C46H54Cl51N5O3S in total (ωB97M-V/def2-TZVPD, the Open Molecules 2025 dataset).

As for the highest occupied orbital energy: -0.295 Ha. The calculation puts the frontier orbital gap at 7.39 eV. The value obtained for the total energy is -26152.2307 Eh. The multiplicity is 1. Its net charge is 0.

Geometry as XYZ:
```
160
Properties=species:S:1:pos:R:3:lowdin_charge:R:1
C 2.738 -3.597 2.227 -0.12
C 1.586 -3.590 1.126 -0.24
C 0.245 -4.355 1.524 -0.17
C -0.096 -4.374 3.070 -0.22
O -0.191 -3.072 3.690 -0.06
C -1.136 -2.252 3.044 -0.24
C -2.480 -2.790 2.596 -0.03
N -3.496 -2.080 1.991 0.12
C -3.089 -0.740 1.866 -0.14
C -4.105 0.236 1.254 -0.09
C -5.573 -0.225 0.819 -0.17
O -6.430 0.906 1.078 -0.13
C -7.604 0.883 0.308 -0.16
C -7.582 0.897 -1.212 0.02
C -8.802 0.875 -2.062 -0.33
C -8.663 0.940 -3.646 -0.15
C -10.180 0.809 -1.425 -0.17
C -10.216 0.808 0.087 -0.01
C -8.975 0.860 0.947 -0.08
C -9.112 0.897 2.513 -0.36
C -8.270 -0.220 3.284 -0.08
C -10.601 0.846 3.051 -0.12
C -3.810 1.681 1.056 0.01
C -2.448 2.265 1.475 -0.09
C -2.230 3.811 1.275 -0.19
N -3.193 4.519 2.168 -0.12
C -2.554 5.597 2.970 -0.14
C -1.476 1.315 2.064 -0.09
C -0.049 1.848 2.521 -0.22
C 1.015 1.208 1.484 -0.44
S 2.249 2.522 1.024 0.84
C 2.804 2.297 -0.684 -0.52
N 3.992 1.764 -1.175 -0.21
N 4.028 1.797 -2.514 -0.11
C 2.837 2.341 -2.972 -0.06
O 2.074 2.631 -1.840 -0.03
C -1.771 -0.170 2.268 -0.12
N -0.771 -0.943 2.875 0.19
H 2.700 -2.619 2.785 0.08
H 3.727 -3.597 1.655 0.04
H 2.765 -4.511 2.882 0.01
H 2.017 -4.124 0.215 0.06
H 1.370 -2.531 0.780 0.10
H -0.628 -3.981 0.893 0.11
H 0.381 -5.446 1.214 0.12
H -1.002 -5.040 3.271 0.12
H 0.763 -4.906 3.590 0.05
H -2.683 -3.887 2.793 0.12
H -5.889 -1.054 1.531 0.12
H -5.565 -0.574 -0.251 0.08
H -6.552 0.955 -1.697 0.02
H -7.984 1.826 -3.868 0.04
H -8.234 -0.040 -3.991 0.06
H -9.700 1.133 -4.055 0.07
H -11.119 0.794 -2.031 0.07
H -11.257 0.765 0.530 0.09
H -8.686 1.903 2.848 0.14
H -8.816 -0.435 4.256 0.08
H -7.248 0.205 3.529 0.08
H -8.182 -1.127 2.622 0.08
H -10.680 0.990 4.170 0.08
H -11.115 -0.142 2.810 0.09
H -11.262 1.644 2.574 0.08
H -4.558 2.408 0.627 0.11
H -1.165 4.158 1.376 0.10
H -2.558 4.056 0.207 0.13
H -3.945 4.960 1.637 0.10
H -3.172 6.553 2.962 0.08
H -1.502 5.860 2.654 0.07
H -2.524 5.281 4.067 0.08
H -0.014 2.973 2.542 0.08
H 0.140 1.388 3.542 0.09
H 0.522 0.823 0.548 0.09
H 1.535 0.360 2.031 0.07
H 2.478 2.541 -4.015 0.15
C 3.044 1.870 5.669 -1.53
Cl 2.842 2.403 3.996 0.56
Cl 4.505 2.574 6.374 0.54
Cl 1.622 2.292 6.632 0.53
H 3.150 0.790 5.672 -0.04
C 6.550 4.436 3.233 -1.53
Cl 7.366 5.845 2.544 0.51
Cl 5.781 3.481 1.962 0.52
Cl 7.691 3.443 4.150 0.52
H 5.778 4.786 3.913 0.01
C 11.319 2.818 5.367 -1.56
Cl 11.963 3.135 6.983 0.52
Cl 11.445 4.259 4.352 0.51
Cl 12.159 1.454 4.619 0.52
H 10.267 2.559 5.463 -0.02
C 8.043 2.689 -3.179 -1.49
Cl 6.515 2.348 -2.362 0.62
Cl 9.238 3.322 -2.033 0.52
Cl 8.659 1.234 -3.976 0.51
H 7.865 3.446 -3.938 0.02
C 6.604 -1.102 0.319 -1.50
Cl 5.377 0.108 -0.079 0.59
Cl 6.224 -1.901 1.855 0.51
Cl 6.750 -2.294 -0.982 0.48
H 7.561 -0.596 0.424 0.02
C -4.021 1.563 -3.547 -1.47
Cl -5.295 2.751 -3.854 0.53
Cl -4.297 0.743 -2.004 0.65
Cl -3.929 0.393 -4.868 0.51
H -3.072 2.089 -3.489 0.02
C 6.371 -4.213 -4.667 -1.53
Cl 4.680 -4.200 -4.145 0.55
Cl 6.504 -4.823 -6.321 0.54
Cl 7.070 -2.596 -4.542 0.52
H 6.927 -4.878 -4.011 0.02
C -11.338 -2.196 -3.685 -1.52
Cl -12.953 -1.596 -3.279 0.53
Cl -11.078 -2.144 -5.435 0.52
Cl -10.097 -1.254 -2.843 0.72
H -11.266 -3.237 -3.356 -0.11
C 4.999 -6.080 -0.992 -1.54
Cl 3.462 -6.426 -0.189 0.55
Cl 6.169 -5.424 0.157 0.51
Cl 5.636 -7.536 -1.768 0.52
H 4.822 -5.334 -1.762 -0.06
C 2.242 -6.921 5.889 -1.52
Cl 0.607 -6.376 6.283 0.53
Cl 2.530 -6.817 4.146 0.56
Cl 3.442 -5.972 6.774 0.53
H 2.338 -7.960 6.190 0.01
C -10.707 -6.657 -4.397 -1.51
Cl -11.623 -5.174 -4.091 0.60
Cl -11.791 -8.050 -4.491 0.53
Cl -9.759 -6.506 -5.881 0.53
H -10.022 -6.813 -3.569 0.02
C -5.790 6.678 -5.225 -1.54
Cl -6.181 8.393 -5.048 0.52
Cl -4.272 6.299 -4.400 0.50
Cl -7.105 5.672 -4.605 0.51
H -5.665 6.464 -6.283 0.02
C -1.885 0.325 -8.491 -1.54
Cl -2.276 2.040 -8.312 0.51
Cl -0.372 -0.057 -7.660 0.52
Cl -3.202 -0.681 -7.878 0.50
H -1.756 0.113 -9.549 0.01
C 9.596 -5.828 -8.636 -1.56
Cl 10.426 -4.425 -9.319 0.52
Cl 8.855 -6.797 -9.915 0.52
Cl 10.716 -6.810 -7.682 0.52
H 8.808 -5.472 -7.977 -0.04
C 10.519 6.608 -1.227 -1.58
Cl 10.315 7.140 -2.900 0.52
Cl 11.983 7.310 -0.525 0.52
Cl 9.101 7.031 -0.261 0.51
H 10.624 5.527 -1.223 -0.09
C 13.247 2.097 -2.076 -1.53
Cl 12.697 3.676 -1.498 0.52
Cl 13.101 0.883 -0.799 0.53
Cl 12.335 1.607 -3.507 0.51
H 14.295 2.181 -2.350 0.02
C 1.153 -0.980 8.556 -1.54
Cl -0.081 -2.084 7.938 0.53
Cl 1.640 -1.441 10.191 0.53
Cl 2.553 -0.948 7.476 0.55
H 0.730 0.020 8.594 0.00
```

=====

Record 2
# C46H54Cl5N3O2SiTi

A structure of composition C46H54Cl5N3O2SiTi (ωB97M-V/def2-TZVPD, the Open Molecules 2025 dataset).

As for the highest occupied orbital energy: -0.040 Ha. The calculation puts the frontier orbital gap at 5.00 eV. The value obtained for the total energy is -5540.1187 Eh. The value obtained for the energy above the lowest of the compared OMol25 structures with the same formula, charge and spin is 0.00 kJ/mol. The multiplicity is 1. Its net charge is -2.

Geometry as XYZ:
```
112
Properties=species:S:1:pos:R:3:lowdin_charge:R:1
Ti -0.578 -0.438 0.068 0.75
Cl -2.799 5.883 3.228 0.62
C -2.371 4.572 2.182 -0.73
C -1.349 3.690 2.533 -0.70
Cl -0.484 3.919 4.011 0.66
C -1.016 2.636 1.702 -0.59
Cl 0.288 1.576 2.065 0.80
C -1.684 2.398 0.474 -0.49
O -1.368 1.436 -0.305 -0.23
C -2.701 3.325 0.138 -0.60
Cl -3.492 3.099 -1.378 0.71
C -3.035 4.379 0.973 -0.70
Cl -4.293 5.475 0.510 0.64
C 2.414 -2.441 3.757 -0.07
C 1.052 -2.013 3.201 -0.38
C 0.104 -1.651 4.342 -0.06
C 0.533 -3.105 2.294 -0.15
C 0.056 -4.271 2.873 -0.07
C -0.347 -5.346 2.092 -0.10
C -0.204 -5.262 0.724 -0.07
C 0.296 -4.115 0.097 -0.12
C 0.543 -4.286 -1.403 -0.34
C 0.670 -3.071 -2.317 -0.09
C 1.796 -5.155 -1.596 -0.07
C 0.596 -2.994 0.882 -0.19
N 0.944 -1.737 0.297 -0.13
C 2.324 -1.638 0.007 -0.19
C 3.090 -0.540 -0.214 -0.21
N 2.665 0.770 -0.282 -0.01
C 3.566 1.805 -0.264 -0.18
C 4.859 1.831 0.371 -0.13
C 5.745 2.858 0.040 -0.10
C 5.405 3.922 -0.772 -0.13
C 4.083 4.010 -1.189 -0.08
C 3.166 3.013 -0.923 -0.14
C 1.729 3.195 -1.371 -0.38
C 1.163 4.563 -0.982 -0.07
C 1.572 2.960 -2.874 -0.06
C 5.331 0.996 1.569 -0.39
C 4.225 0.711 2.578 -0.07
C 6.180 -0.254 1.290 -0.08
H 2.824 -1.670 4.410 0.07
H 3.128 -2.621 2.951 0.07
H 2.313 -3.364 4.337 0.07
H 1.190 -1.124 2.589 0.09
H 0.001 -2.473 5.057 0.07
H -0.885 -1.394 3.966 0.06
H 0.497 -0.789 4.888 0.08
H -0.016 -4.336 3.953 0.10
H -0.757 -6.240 2.548 0.09
H -0.496 -6.101 0.099 0.11
H -0.312 -4.866 -1.768 0.11
H 1.617 -2.550 -2.157 0.07
H -0.140 -2.368 -2.170 0.01
H 0.638 -3.418 -3.354 0.08
H 2.682 -4.621 -1.245 0.07
H 1.938 -5.388 -2.656 0.07
H 1.726 -6.092 -1.040 0.07
H 2.848 -2.592 -0.045 0.10
H 4.130 -0.732 -0.456 0.09
H 6.732 2.839 0.498 0.10
H 6.121 4.701 -1.004 0.08
H 3.756 4.887 -1.739 0.10
H 1.123 2.451 -0.858 0.09
H 1.642 5.376 -1.534 0.06
H 1.299 4.754 0.085 0.08
H 0.093 4.600 -1.202 0.07
H 2.130 3.717 -3.436 0.07
H 0.520 3.008 -3.166 0.08
H 1.951 1.977 -3.153 0.07
H 6.014 1.682 2.082 0.11
H 3.548 -0.063 2.231 0.05
H 3.642 1.614 2.772 0.08
H 4.669 0.379 3.519 0.07
H 5.582 -1.098 0.958 0.05
H 6.692 -0.560 2.209 0.07
H 6.939 -0.045 0.533 0.07
O 0.523 0.200 -1.736 -0.19
H 0.880 -0.530 -2.252 0.04
H 1.363 0.597 -1.210 0.04
C -4.158 -0.764 -0.947 -0.21
Si -2.432 -1.246 -1.575 0.60
C -2.287 -0.389 -3.272 -0.24
C -2.701 -3.095 -2.024 -0.28
C -3.084 -4.000 -1.028 -0.10
C -3.277 -5.348 -1.294 -0.11
C -3.086 -5.840 -2.580 -0.13
C -2.710 -4.964 -3.590 -0.12
C -2.524 -3.615 -3.310 -0.12
H -4.912 -0.947 -1.721 0.02
H -4.181 0.296 -0.682 0.00
H -4.434 -1.329 -0.054 0.01
H -3.168 -0.566 -3.900 0.02
H -1.399 -0.708 -3.825 0.01
H -2.184 0.685 -3.100 0.00
H -3.221 -3.639 -0.014 0.08
H -3.561 -6.020 -0.491 0.09
H -3.227 -6.894 -2.791 0.08
H -2.555 -5.334 -4.598 0.09
H -2.224 -2.952 -4.114 0.09
N -1.666 -0.946 1.324 -0.11
C -2.709 -1.232 2.146 -0.40
C -3.028 -2.561 2.493 -0.06
C -4.093 -2.849 3.330 -0.11
C -4.877 -1.831 3.865 -0.14
C -4.564 -0.513 3.548 -0.12
C -3.503 -0.213 2.711 -0.04
H -2.403 -3.353 2.096 0.09
H -4.313 -3.884 3.571 0.09
H -5.711 -2.060 4.518 0.08
H -5.160 0.297 3.957 0.09
H -3.272 0.817 2.464 0.10
```